Below is a 3-piece molecular cluster, C29H50N2O9PS2 overall at a distorted geometry, with properties calculated with ωB97M-V/def2-TZVPD.

The geometry in XYZ format:
```
93
Properties=species:S:1:pos:R:3:forces:R:3:mulliken_charge:R:1
C 0.63337 -1.21601 2.39899 0.585 0.279 -0.338 -1.12
C 0.50608 0.13662 3.08145 -0.213 -0.303 0.303 -0.08
O -0.13353 1.11268 2.26112 0.153 0.088 -0.080 -0.32
C 0.72701 1.65574 1.28447 -0.454 -0.187 0.366 -0.16
C -0.19896 2.39815 0.34155 -0.303 0.013 0.304 0.36
O 0.47814 3.00288 -0.78176 0.061 0.062 0.082 -0.48
C 1.44782 2.31123 -1.38028 0.338 0.394 0.023 0.00
C 1.29133 1.04760 -1.93482 0.141 -0.421 -0.159 0.05
C -0.07096 0.40778 -1.98883 -0.147 -0.054 -0.294 0.74
C -1.06580 1.21027 -2.87194 0.188 -0.113 -0.077 -1.50
C -2.49110 1.32915 -2.35046 -0.191 0.220 -0.358 -0.41
S -3.29547 -0.27762 -2.56994 0.170 -0.111 0.506 -0.06
C -4.97667 0.09522 -2.00441 0.170 -0.172 -0.023 0.07
S -5.98723 0.79845 -3.06593 -0.162 -0.008 -0.086 -0.20
N -5.27773 -0.35273 -0.74628 -0.563 0.769 -0.302 0.11
C -6.71415 -0.40232 -0.41802 0.021 -0.235 0.313 -0.95
C -7.33022 0.90634 0.08895 -0.123 -0.202 0.051 -0.99
C -4.45667 0.18065 0.36376 0.588 -0.645 -0.060 -0.83
C -3.28008 -0.70548 0.75980 0.015 -0.057 -0.186 -0.47
C 2.41854 0.43800 -2.50300 -0.342 0.142 0.002 1.41
P 2.52063 -1.27121 -3.21718 1.010 -0.429 -0.302 -0.03
C 1.78117 -2.36741 -1.95621 -0.471 0.439 0.319 -0.70
C 1.35718 -1.27453 -4.62388 -0.325 0.062 0.147 -1.02
C 3.62345 1.15147 -2.57291 -0.177 -0.161 -0.019 -0.98
C 3.69737 2.41840 -2.07852 0.100 -0.079 -0.076 -0.51
N 2.63194 2.97203 -1.46976 -0.234 -0.046 0.016 0.26
C 2.81075 4.37703 -0.95126 0.062 0.253 -0.082 -0.55
O 4.04065 4.52117 -0.36576 0.075 0.030 -0.051 -0.42
C 4.21934 3.88653 0.90432 -0.232 -0.031 -0.015 -0.06
H 0.83690 -1.99632 3.12958 -0.194 -0.050 0.027 0.46
H -0.25818 -1.43594 1.81741 -0.209 -0.155 0.181 0.14
H 1.48001 -1.23432 1.70613 -0.024 0.007 -0.026 0.29
H 1.47753 0.50605 3.42475 0.049 0.049 -0.048 0.37
H -0.11927 0.03119 3.96828 -0.087 0.125 -0.064 0.13
H 1.43375 2.34172 1.76665 0.165 -0.013 -0.146 0.13
H 1.26810 0.84981 0.77820 0.126 0.101 -0.117 0.26
H -0.99681 1.73460 0.01462 0.109 0.058 -0.045 -1.04
H -0.66868 3.22396 0.87151 0.073 0.089 -0.083 0.70
H 0.06120 -0.56327 -2.45352 -0.076 -0.046 0.235 0.29
H -0.47409 0.21178 -0.99314 0.019 0.024 -0.046 -1.06
H -0.66570 2.19726 -3.11019 -0.074 0.082 0.182 0.50
H -1.12645 0.68636 -3.82897 0.043 0.136 -0.099 0.54
H -2.55113 1.66083 -1.31463 0.130 -0.077 0.073 -0.05
H -3.03422 2.06062 -2.95097 -0.011 -0.017 -0.013 0.67
H -7.24179 -0.77044 -1.29115 0.061 0.038 -0.102 0.56
H -6.81301 -1.16656 0.35644 0.009 -0.029 -0.015 0.43
H -8.36737 0.96445 -0.23791 0.020 0.099 -0.071 0.33
H -6.80132 1.78213 -0.27852 -0.037 0.036 -0.081 0.28
H -7.35091 0.92803 1.17824 0.113 0.115 0.026 0.38
H -5.10900 0.25678 1.22871 -0.134 0.149 -0.074 0.55
H -4.11143 1.17976 0.09527 -0.111 0.140 0.204 0.27
H -3.57954 -1.74924 0.67014 0.056 -0.043 0.153 0.43
H -2.97496 -0.49355 1.78348 0.013 -0.010 0.061 0.36
H -2.42119 -0.56427 0.10430 -0.011 -0.009 -0.003 -0.30
H 1.22764 -1.81805 -1.19234 0.002 -0.060 0.032 0.11
H 2.55859 -2.93482 -1.45764 0.039 -0.076 -0.055 0.31
H 1.08386 -3.06083 -2.42238 0.082 -0.114 -0.036 0.44
H 1.68799 -0.53924 -5.35562 -0.033 -0.010 -0.059 0.35
H 0.30395 -1.11866 -4.38695 0.026 0.040 -0.049 0.25
H 1.45525 -2.26688 -5.06458 0.018 0.005 -0.079 0.45
H 4.48749 0.69784 -3.03725 0.022 0.026 0.025 0.51
H 4.59509 3.01681 -2.12695 -0.064 0.112 0.075 0.54
H 1.97235 4.61500 -0.30357 -0.021 -0.193 0.124 0.48
H 2.78590 5.03340 -1.81995 -0.011 -0.009 -0.007 0.33
H 4.94381 3.08055 0.80588 0.077 0.008 0.035 0.29
H 3.27981 3.46766 1.27079 -0.015 0.034 0.001 -0.15
H 4.56996 4.63212 1.61156 0.103 0.000 0.008 0.30
C 5.64899 -7.35757 -3.48177 0.040 0.049 0.211 -1.47
C 4.19898 -6.95837 -3.43332 0.095 0.001 -0.085 0.47
C 3.84715 -5.66909 -4.14618 -0.021 0.008 -0.005 -0.50
O 2.70085 -5.21912 -3.40407 0.075 0.093 -0.061 -0.23
C 2.80768 -5.71704 -2.14530 0.027 -0.119 0.000 0.66
O 2.13007 -5.37575 -1.22971 -0.022 0.013 0.016 -0.53
O 3.78749 -6.63665 -2.08598 -0.024 -0.080 -0.005 -0.34
H 6.27638 -6.57584 -3.05248 -0.007 0.034 -0.049 0.35
H 5.81703 -8.27167 -2.91520 -0.026 -0.025 -0.033 0.37
H 5.95226 -7.53012 -4.51429 -0.007 -0.009 -0.015 0.38
H 3.55936 -7.77376 -3.78062 -0.023 0.008 -0.002 0.27
H 3.58930 -5.79569 -5.19376 -0.131 0.001 0.032 0.35
H 4.63741 -4.92103 -4.04581 0.044 -0.030 -0.021 0.29
C -0.49058 3.33521 5.90623 0.233 -0.016 0.165 -1.39
C -1.35896 2.22011 6.42820 -0.021 0.222 -0.120 0.80
C -2.75324 2.64089 6.84403 -0.036 -0.097 0.040 -0.49
O -3.07126 1.66323 7.83977 -0.040 0.092 -0.007 -0.33
C -1.90741 1.24237 8.39699 0.011 0.038 -0.076 0.62
O -1.81958 0.58160 9.37356 0.007 -0.056 0.066 -0.50
O -0.85367 1.69045 7.66186 0.031 -0.057 -0.057 -0.36
H -0.38019 4.11694 6.65802 -0.063 0.017 -0.003 0.40
H 0.50687 2.96889 5.66300 -0.023 -0.028 -0.033 0.32
H -0.93065 3.76748 5.00691 -0.035 -0.026 -0.007 0.35
H -1.40383 1.39630 5.70849 -0.050 -0.004 -0.006 -0.06
H -3.48587 2.61285 6.04192 -0.049 -0.117 0.048 0.33
H -2.75486 3.62905 7.31056 0.029 0.030 -0.040 0.29
```
Positions in Å, forces in eV/Å.

Calculated values
**Electronic energy**: -83243.7562 eV
**E_HOMO**: -10.1 eV
**Net charge**: +1
**Kohn-Sham gap**: 6.29 eV

---

Below is C29H50N4O4ScSe as an isolated structure, with properties calculated with ωB97M-V/def2-TZVPD.

The geometry in XYZ format:
```
89
Properties=species:S:1:pos:R:3:forces:R:3:mulliken_charge:R:1
Sc 0.61981 -2.56094 -0.59798 -0.016 0.044 0.138 0.11
C 1.09667 -1.07014 3.74711 0.004 -0.032 0.005 -1.56
C 0.39150 -1.62035 2.50445 -0.016 -0.003 -0.037 -0.46
C -0.85239 -0.74837 2.21956 0.002 -0.375 0.100 0.49
C -2.25288 -1.33536 2.41713 0.042 -0.044 0.086 1.28
C -3.24906 -0.18448 2.48056 -0.097 -0.009 0.011 -2.19
C -2.36282 -2.21949 3.65725 -0.079 -0.029 -0.043 -1.89
N -2.63150 -2.25565 1.24222 -0.134 0.311 0.140 0.26
C -3.06880 -1.65424 -0.07411 -0.121 -0.085 0.021 -2.59
C -2.04573 -1.16313 -1.09167 0.077 -0.053 0.048 1.43
N -1.19126 -2.12524 -1.85666 -0.097 -0.037 -0.279 1.56
C -1.85200 -3.43928 -2.03170 0.107 0.058 0.063 -0.71
C -1.84610 -4.16688 -0.68468 0.211 0.043 0.005 0.22
O -2.76834 -4.84564 -0.31981 0.029 -0.013 0.067 -0.63
O -0.78561 -3.86195 0.06082 -0.439 -0.082 -0.194 -0.65
C -0.74279 -1.53089 -3.18316 -0.071 0.023 0.082 -0.61
C -1.90942 -1.19439 -4.11025 -0.046 -0.048 0.013 -1.88
C 0.15091 -0.28840 -3.01911 -0.079 -0.022 0.053 -0.45
C 1.67138 -0.45443 -2.86088 0.095 0.015 0.090 1.90
C 2.29867 0.92690 -3.02821 -0.003 0.039 0.000 -2.26
C 2.23770 -1.39881 -3.92308 0.040 0.002 0.040 -2.09
N 2.04275 -1.08557 -1.51977 -0.051 0.059 -0.179 0.32
C 2.58170 -0.24860 -0.39418 -0.016 -0.014 -0.033 -1.61
C 1.81495 -0.33733 0.92710 0.174 -0.208 0.110 1.21
N 1.31998 -1.70056 1.30696 0.324 -0.110 -0.016 1.50
C 2.44809 -2.67446 1.59168 -0.063 0.080 -0.049 -0.56
C 2.47215 -3.96655 0.74556 0.088 0.063 -0.033 0.28
O 2.85322 -4.98341 1.24497 0.033 -0.034 -0.165 -0.61
O 2.09887 -3.81058 -0.53245 0.084 0.015 0.434 -0.63
H 0.44797 -1.22216 4.61120 0.012 0.013 -0.024 0.44
H 1.26406 0.00355 3.65125 0.015 -0.044 0.019 0.33
H 2.04744 -1.55240 3.96829 -0.027 -0.016 -0.004 0.39
H 0.10317 -2.65656 2.69700 0.040 -0.058 -0.059 0.88
H -0.80942 -0.24798 1.24788 0.037 -0.118 0.163 -1.92
H -0.82017 0.10061 2.90435 -0.008 0.024 -0.066 0.98
H -3.14486 0.30668 3.44824 0.007 -0.001 -0.030 0.55
H -4.28009 -0.54290 2.40605 0.022 0.018 0.023 0.42
H -3.05453 0.56708 1.71000 0.008 -0.025 0.077 0.35
H -1.97720 -1.68114 4.52281 -0.023 -0.001 -0.025 0.40
H -1.80360 -3.15383 3.56124 -0.013 0.044 0.001 0.40
H -3.40767 -2.46731 3.86286 0.038 -0.009 0.001 0.48
H -3.40912 -2.83916 1.55344 -0.061 0.042 0.054 0.55
H -1.86689 -2.92851 1.09436 0.186 -0.080 -0.026 0.52
H -3.64301 -0.76457 0.17425 -0.049 -0.075 0.003 0.73
H -3.75443 -2.37615 -0.51355 0.006 -0.021 0.012 0.41
H -1.41092 -0.40483 -0.63079 0.052 -0.042 -0.163 -1.26
H -2.67238 -0.62564 -1.80362 0.048 0.118 -0.032 0.58
H -1.29132 -4.02708 -2.76246 0.025 -0.017 0.008 0.43
H -2.87957 -3.36990 -2.38419 -0.036 0.048 -0.070 0.45
H -0.17965 -2.34404 -3.64987 0.040 -0.007 0.007 0.62
H -2.38647 -0.25255 -3.83548 -0.007 -0.023 -0.008 0.49
H -2.66297 -1.98258 -4.14381 0.019 0.032 -0.006 0.30
H -1.52169 -1.07147 -5.12125 -0.009 0.003 0.006 0.52
H -0.22022 0.37056 -2.22383 -0.008 -0.038 0.028 -0.46
H 0.01915 0.30010 -3.92957 0.014 -0.036 -0.040 0.63
H 2.18568 1.24125 -4.06670 -0.002 0.003 0.023 0.52
H 3.36747 0.91226 -2.80172 -0.049 0.001 -0.022 0.45
H 1.80261 1.67286 -2.40135 0.048 -0.042 -0.022 0.41
H 1.85550 -1.13900 -4.91038 0.007 0.011 0.009 0.37
H 1.98556 -2.44623 -3.73151 -0.004 -0.002 -0.007 0.44
H 3.32700 -1.32436 -3.95495 -0.019 -0.015 0.001 0.51
H 2.79222 -1.74037 -1.73857 -0.098 0.069 0.012 0.52
H 2.55682 0.80249 -0.67175 -0.003 0.005 0.042 0.55
H 3.62819 -0.51687 -0.25189 0.031 -0.046 -0.033 0.41
H 0.95058 0.32327 0.83798 -0.003 -0.037 0.034 -1.59
H 2.46470 0.05408 1.71242 0.070 -0.012 0.037 0.58
H 2.42947 -2.99209 2.62702 -0.046 0.012 0.070 0.34
H 3.40302 -2.17359 1.42361 0.005 0.028 0.003 0.54
C 1.71271 7.32248 1.14199 -0.030 -0.073 -0.012 -1.49
C 1.13779 5.95805 0.85364 0.043 0.117 0.014 0.46
C 0.64612 5.62895 -0.39960 -0.024 -0.017 -0.092 -1.04
C 0.09804 4.37897 -0.67888 0.031 0.031 0.003 0.43
C -0.42390 4.10663 -2.06279 -0.016 0.033 0.010 -1.39
C 0.03547 3.41365 0.33663 0.065 0.014 0.017 0.17
Se -0.77528 1.71026 -0.03060 -0.303 0.698 -0.402 0.44
C 0.54139 3.72364 1.60866 0.023 0.009 0.037 0.79
C 0.49697 2.74905 2.76037 -0.057 0.047 -0.066 -1.19
C 1.07957 4.98616 1.84111 0.029 -0.092 0.084 -0.85
H 1.71955 7.94490 0.24771 -0.003 -0.017 0.006 0.36
H 2.73771 7.25044 1.51011 -0.009 -0.010 -0.005 0.34
H 1.12925 7.84058 1.90570 0.001 -0.015 -0.014 0.32
H 0.68429 6.37087 -1.19192 -0.007 -0.035 0.021 0.29
H -0.25917 4.96756 -2.71110 -0.005 -0.017 0.010 0.40
H -1.49186 3.88029 -2.04062 0.018 -0.002 0.002 0.32
H 0.06592 3.23582 -2.50442 -0.013 0.004 -0.009 0.07
H 0.57824 1.72086 2.40747 0.044 0.109 0.006 -0.09
H -0.45281 2.82753 3.30068 0.011 -0.022 -0.041 0.38
H 1.30100 2.95392 3.46976 -0.028 0.000 -0.005 0.40
H 1.46490 5.21610 2.83139 -0.019 -0.021 -0.036 0.40
```
Positions in Å, forces in eV/Å.

Calculated values
**Electronic energy**: -131079.8868 eV
**E_HOMO**: -9.0 eV
**Net charge**: +1
**ΔE to the lowest compared entry with this formula, charge and spin**: 31.5 kcal per mole
**Kohn-Sham gap**: 6.23 eV